1.
{
  "formula": "C4H15N5",
  "method": "ωB97M-V/def2-TZVPD",
  "homo_lumo_gap_ev": 8.15,
  "max_force_ev_per_a": 4.02,
  "charge": 0,
  "relative_energy_kj_mol": 186.5,
  "species": ["N", "H", "H", "H", "H", "H", "H", "N", "H", "C", "H", "C", "N", "H", "N", "H", "N", "H", "H", "H", "H", "C", "H", "C"],
  "positions_angstrom": [[2.54, -1.45, 0.26], [1.28, 0.76, 1.31], [-0.13, 0.55, -1.12], [0.71, -1.14, -1.63], [-2.61, 0.68, 0.78], [-1.80, -1.31, -1.36], [-1.31, 1.77, 1.22], [-0.17, -0.89, 1.33], [3.51, -1.32, 0.53], [-1.37, 1.32, -0.89], [-2.11, 1.02, -1.65], [-2.05, 1.57, 0.44], [-1.36, -1.76, -0.57], [2.62, 0.04, -1.17], [0.65, -0.50, -0.85], [2.80, 1.24, 0.86], [1.89, 0.96, 0.53], [-0.93, 2.25, -1.26], [-2.03, -2.17, 0.06], [-2.77, 2.39, 0.42], [2.01, -1.68, 1.10], [-0.40, -0.97, 0.08], [-0.98, -1.16, 1.89], [2.00, -0.22, -0.30]],
  "lowdin_charge": [0.051, 0.049, 0.118, 0.142, 0.039, 0.088, 0.048, 0.143, 0.067, -0.271, 0.024, -0.222, 0.147, 0.140, 0.000, 0.071, 0.063, 0.032, 0.098, 0.053, 0.051, -0.522, 0.066, -0.473]
}


2.
{
  "formula": "C4H15NO2",
  "method": "ωB97M-V/def2-TZVPD",
  "homo_lumo_gap_ev": [2.26, 9.23],
  "max_force_ev_per_a": 1.53,
  "charge": -1,
  "multiplicity": 2,
  "relative_energy_kj_mol": 69.6,
  "species": ["C", "C", "H", "H", "H", "H", "H", "C", "H", "H", "H", "H", "H", "H", "H", "C", "N", "H", "H", "H", "O", "O"],
  "positions_angstrom": [[-0.34, -0.54, -2.23], [-0.86, -0.99, -0.87], [-1.11, -0.39, -2.98], [0.18, 0.42, -2.14], [5.22, 0.73, 2.09], [0.45, -1.25, -2.49], [-3.40, -0.09, -1.84], [-1.23, -2.47, -0.83], [-2.22, 1.29, -1.87], [-1.55, 0.48, 0.36], [-0.32, -3.10, -0.80], [-3.45, 1.20, -0.61], [-1.79, -2.70, 0.07], [1.62, 2.53, 3.13], [5.65, 1.05, 3.49], [-2.78, 0.59, -1.24], [-1.96, -0.16, -0.31], [-1.69, -2.85, -1.76], [-0.09, -0.91, -0.13], [2.54, 3.15, 4.20], [1.83, 2.52, 4.08], [5.30, 1.49, 2.70]],
  "lowdin_charge": [-0.129, -0.512, 0.056, 0.055, -0.037, 0.068, 0.074, -0.107, 0.059, 0.060, 0.061, 0.068, 0.061, -0.046, -0.024, -0.199, -0.108, 0.068, 0.076, -0.014, -0.237, -0.293]
}


3.
{
  "formula": "C4H15NO2",
  "method": "ωB97M-V/def2-TZVPD",
  "homo_lumo_gap_ev": 9.34,
  "max_force_ev_per_a": 5.36,
  "charge": 0,
  "smiles": "CC(C)CN.O.O",
  "relative_energy_kj_mol": 222.8,
  "species": ["H", "H", "C", "C", "H", "N", "C", "O", "H", "H", "H", "H", "H", "C", "H", "H", "O", "H", "H", "H", "H", "H"],
  "positions_angstrom": [[4.61, -1.88, -0.70], [5.05, -2.14, -1.93], [-1.48, -0.76, 0.75], [-0.02, 1.25, 1.08], [1.00, -0.09, 0.15], [1.12, 0.50, 0.97], [-2.40, 1.41, 1.76], [4.29, -1.68, -1.62], [0.37, -0.55, -4.35], [-3.47, 1.12, 2.11], [-0.33, 1.59, -0.09], [0.05, 2.19, 1.63], [-2.61, 1.62, 0.69], [-1.26, 0.51, 1.60], [-2.35, -1.45, 1.01], [2.06, 0.95, 0.90], [-0.11, -1.31, -4.51], [-0.56, -1.36, 0.84], [0.51, -1.91, -4.93], [-2.03, 2.29, 2.29], [-1.55, -0.41, -0.30], [-0.90, 0.08, 2.64]],
  "lowdin_charge": [0.067, 0.000, -0.097, -0.353, 0.069, -0.022, -0.118, -0.068, -0.009, 0.112, 0.159, 0.107, 0.083, -0.510, 0.097, 0.102, -0.024, 0.061, 0.033, 0.069, 0.079, 0.161]
}